[1]
{"formula": "C4H19NO5S2", "method": "wB97M-V/def2-TZVPD", "elements": ["H", "S", "C", "H", "H", "H", "H", "H", "H", "H", "H", "H", "C", "H", "S", "O", "O", "O", "N", "C", "O", "H", "H", "H", "C", "H", "H", "H", "H", "O", "H"], "xyz": [[-0.427987, -2.108959, -0.770145], [2.092531, -1.321228, 1.290339], [-0.607372, 0.230075, 2.075929], [1.793063, -1.073074, 0.012241], [-0.989148, 1.220922, -2.212877], [1.832996, 0.790081, -1.712204], [-1.040739, 2.686130, 1.244726], [0.821156, -1.120671, -3.453217], [0.995549, -2.228664, -2.546757], [0.004206, 2.366413, -1.062350], [-2.444918, 2.144319, 0.462654], [-1.847598, -0.397419, -0.994524], [-1.280698, 1.962000, 0.456784], [0.180100, 0.373503, 0.147186], [1.224260, 0.094341, 2.354860], [0.120936, -2.860521, -0.862094], [-1.052240, 0.940777, -3.037551], [1.424972, -1.421991, -2.707645], [-1.884240, -0.434370, 0.047050], [-0.874915, 0.503263, 0.635984], [1.611444, 1.747181, -1.754192], [-0.866118, -0.760219, 2.454275], [0.226201, -3.258016, 0.002778], [-3.080281, -0.589815, 1.824288], [-3.169422, -0.346681, 0.757386], [-1.313924, 1.631186, -3.538802], [-1.193148, 0.858657, 2.844289], [-3.816575, -1.253203, 0.422848], [-3.733894, 0.582896, 0.647072], [-0.969101, 2.447824, -0.797134], [1.528437, 1.888610, -2.711575]], "forces_ev_per_angstrom": [[-1.133, 1.250, 0.633], [-0.037, -1.815, -0.280], [-0.199, -1.674, 2.291], [0.009, 0.459, -0.327], [0.280, 2.320, 6.021], [-0.241, 0.623, 0.033], [0.991, -0.452, 0.156], [1.298, 0.149, 1.188], [-0.551, -2.196, 1.234], [-1.246, -0.002, 1.032], [1.852, -1.059, 0.214], [-0.847, 0.294, 1.301], [-2.783, 1.169, 0.179], [-2.216, 0.153, 0.155], [-0.191, 2.988, 1.516], [0.911, -1.598, -0.635], [0.994, -5.931, -3.961], [-0.595, 2.488, -2.407], [1.362, 0.399, 0.316], [0.489, 0.038, -1.103], [0.285, -0.703, -0.423], [-0.636, -0.296, -0.804], [-0.101, 0.097, 0.209], [0.521, 0.404, -0.209], [-1.096, -2.510, -1.173], [-1.442, 3.430, -2.466], [1.629, -0.239, -1.148], [0.846, 1.741, 0.159], [0.043, -0.100, -0.110], [1.823, 0.546, -1.933], [-0.018, 0.025, 0.339]], "mulliken_charge": [0.4117, -0.1472, -0.8894, 0.1358, 0.4222, 0.2881, 0.2995, 0.3013, 0.2874, 0.4135, 0.1638, 0.3422, -0.7731, -0.9400, -0.0773, -0.6914, -0.5903, -0.5813, -0.2698, 1.5433, -0.6890, 0.4223, 0.2961, 0.3276, -1.0379, 0.2480, 0.4079, 0.3601, 0.3036, -0.6202, 0.3325], "lumo_energy_ev": 0.467, "orbital_gap_ev": 8.974, "de_lowest_kcal_mol": 18.44, "max_force_ev_per_a": 7.2}

***

[2]
{"formula": "C4H19NO6", "method": "wB97M-V/def2-TZVPD", "elements": ["O", "H", "H", "C", "O", "C", "H", "H", "C", "H", "H", "H", "H", "H", "O", "H", "H", "O", "H", "C", "H", "H", "N", "H", "O", "H", "H", "H", "O", "H"], "xyz": [[-0.511225, -2.143223, 3.692573], [-0.438185, -2.415250, 0.420402], [0.294622, -0.139400, -0.955088], [0.514123, -1.963563, 0.148971], [-1.775368, 1.867426, 1.909105], [0.418772, -0.424636, 0.087077], [0.967262, 0.220387, -2.583263], [-1.017407, 2.306426, 0.054441], [-0.797705, 1.631880, 0.890645], [1.272090, -0.059004, 0.663797], [-0.935358, -0.579346, -2.160996], [0.999786, -2.366169, -0.740449], [0.240216, 1.900846, 1.135470], [-2.850071, -0.522762, 0.399842], [2.353961, 2.726099, -0.928563], [2.366662, 1.813005, -1.292767], [-0.990991, -1.410568, -3.439275], [1.245371, -2.372534, 1.341101], [0.129963, -2.396107, 3.012693], [-0.944995, 0.102142, 0.656258], [-0.613681, -1.203209, 3.673048], [-1.128920, -0.299324, 1.640489], [-2.115589, -0.169762, -0.199284], [-1.953373, 2.808109, 2.057775], [1.795412, 0.686816, -2.805512], [3.316309, 2.840970, -0.872771], [2.114920, -1.980800, 1.330749], [-2.364916, 0.706557, -0.626214], [-1.016146, -0.513119, -3.127668], [1.424471, 1.348110, -3.382597]], "forces_ev_per_angstrom": [[-0.110, -1.089, 0.180], [-0.296, -0.021, -1.016], [1.135, 0.377, 0.125], [0.349, 0.302, 1.562], [0.118, 0.559, 0.410], [-2.226, -1.298, 0.204], [0.573, -0.145, -0.273], [-0.127, -0.591, -0.510], [-0.381, -0.183, 0.418], [-0.076, 0.568, -0.638], [-0.779, -0.194, -0.233], [-0.246, -0.255, 0.002], [-0.253, -0.134, 0.618], [-0.252, 0.240, -0.396], [0.992, -0.967, -0.102], [-0.725, 0.511, -0.109], [-0.008, -0.616, -0.234], [-0.274, -0.001, -0.418], [0.017, 0.361, -0.045], [1.260, 1.515, -0.355], [0.106, 0.776, -0.140], [0.061, -0.292, 0.323], [1.288, -0.607, 0.374], [0.294, -0.316, -0.232], [-0.586, -0.604, 0.418], [-0.327, 0.565, 0.217], [0.476, 0.142, -0.026], [-0.614, 0.004, -0.087], [0.436, 0.712, 0.488], [0.174, 0.679, -0.527]], "mulliken_charge": [-0.6717, 0.3272, -1.2371, -0.5756, -0.5483, 0.6327, 0.2674, 0.3641, -0.7316, 0.7892, 0.4270, 0.2581, 0.3551, 0.3007, -0.6182, 0.3580, 0.2907, -0.5515, 0.3647, 0.2082, 0.3138, 0.0838, -0.5334, 0.3163, -0.6908, 0.3108, 0.2931, 0.2543, -0.7004, 0.3435], "lumo_energy_ev": 0.500, "orbital_gap_ev": 10.398, "de_lowest_kcal_mol": 45.52, "max_force_ev_per_a": 2.6}

***

[3]
{"formula": "C4H19NO7", "method": "wB97M-V/def2-TZVPD", "elements": ["H", "O", "H", "H", "H", "H", "O", "H", "H", "C", "O", "H", "H", "C", "H", "H", "C", "H", "N", "H", "H", "O", "C", "O", "H", "O", "H", "H", "O", "H", "H"], "xyz": [[-1.665851, -1.554308, 1.562128], [0.561408, -1.092572, 3.959680], [1.313406, -0.696138, 3.489510], [1.903606, 0.502697, 1.162089], [-2.257533, -0.991389, -3.078291], [-0.598023, -2.391899, -0.450801], [2.517766, -0.826681, -0.298920], [0.894403, -0.962665, 0.776631], [-0.943268, 2.680229, -1.378179], [-1.042885, 2.794383, 0.736905], [-1.315400, 3.622372, 1.563804], [0.056190, 3.990196, -0.702699], [-0.186524, -0.972930, 3.341826], [-0.312682, 2.981753, -0.537345], [-2.234978, -2.436557, -0.572757], [1.487888, 2.277816, -1.520599], [0.962611, 2.111779, -0.584245], [1.611141, 2.397836, 0.250923], [0.672695, 0.669394, -0.510749], [-1.416380, 1.765858, 0.930078], [-2.134744, -0.244925, 2.294765], [0.984084, -2.854573, -1.294800], [1.448856, -0.117387, 0.375443], [-1.468621, -2.061259, -0.141577], [-1.052468, -1.638008, -3.611256], [-1.394848, -0.745036, -3.446530], [3.173996, -0.251017, -0.721247], [1.560909, -2.062874, -1.377692], [-1.771067, -1.122874, 2.441660], [-0.319993, 0.475197, -0.483224], [0.966295, -3.246431, -2.174539]], "forces_ev_per_angstrom": [[-0.159, 0.374, 0.294], [0.423, 0.416, -0.543], [-0.287, -0.243, 0.368], [-0.120, -0.215, 0.056], [0.090, 0.552, -0.026], [-0.565, -0.332, -0.539], [0.352, -0.028, -0.260], [-0.284, 0.331, 0.290], [-0.152, 0.057, 0.054], [-0.901, -0.262, 0.630], [0.323, 0.427, -0.151], [-0.497, 0.328, 0.192], [-0.043, -0.256, 0.297], [1.279, -0.258, -0.691], [0.361, -0.426, -0.290], [0.113, 0.464, -0.050], [-0.423, -0.875, 0.076], [0.085, 0.008, -0.071], [-0.446, 0.524, 0.284], [0.197, -0.123, -0.197], [-0.069, -0.092, -0.118], [0.073, 0.302, -0.361], [0.722, -0.225, -0.493], [0.266, 0.703, 0.674], [0.346, 0.453, -0.108], [-0.446, -0.941, 0.129], [-0.469, 0.131, 0.334], [-0.115, -0.308, 0.410], [0.129, -0.145, -0.230], [0.247, -0.280, -0.089], [-0.031, -0.060, 0.128]], "mulliken_charge": [0.4138, -0.6362, 0.3097, 0.2502, 0.3042, 0.3993, -0.6284, 0.3711, 0.3338, 0.2666, -0.4749, 0.3367, 0.4048, -0.6826, 0.2260, 0.3688, -0.6146, 0.3598, -0.0676, 0.1485, 0.3121, -0.6868, -0.5571, -0.6454, 0.2920, -0.6029, 0.2847, 0.3900, -0.7259, 0.2600, 0.2901], "lumo_energy_ev": -0.025, "orbital_gap_ev": 9.517, "de_lowest_kcal_mol": 51.46, "max_force_ev_per_a": 1.5}

***

[4]
{"formula": "C4H20N3O4", "method": "wB97M-V/def2-TZVPD", "elements": ["H", "H", "C", "N", "H", "H", "N", "H", "O", "H", "H", "O", "H", "H", "H", "O", "H", "C", "H", "H", "H", "H", "H", "H", "C", "C", "H", "H", "N", "O", "H"], "xyz": [[-0.885489, 2.908547, 2.476938], [-0.287786, -1.150770, 2.558944], [1.026075, -0.491570, 0.980105], [-0.278452, 2.230605, 2.023710], [-1.336326, 0.827256, 3.200791], [0.652496, 2.331218, 2.401000], [0.179963, -1.129918, -0.020163], [0.939070, -0.039722, 3.073104], [-0.490084, 2.665319, -0.738739], [-1.056013, -4.304033, 0.027285], [2.177132, -2.201193, -2.287428], [-1.968850, 0.381857, -1.124446], [-1.524589, 1.257217, -1.065530], [-0.145146, -2.084949, -1.749771], [-0.761537, 3.573392, -0.898558], [-1.322719, -3.546891, -0.506667], [2.012234, 2.402584, -2.641066], [0.234463, -0.238253, 2.261718], [2.585014, -1.315779, -0.893346], [-0.417468, 2.617567, 0.255952], [-1.536229, 0.700772, 1.444311], [-2.912364, 0.572867, -1.203162], [0.922219, 2.073625, -1.601693], [-0.823877, -1.031589, 0.059585], [0.607466, -1.668513, -1.121580], [-0.815462, 0.867985, 2.243373], [1.864470, -1.129090, 1.268281], [-2.212905, -3.736778, -0.849756], [1.876817, -1.838552, -1.395971], [1.712324, 1.700330, -2.049103], [1.424497, 0.435155, 0.565410]], "forces_ev_per_angstrom": [[0.243, -0.062, -0.003], [0.099, -0.112, -0.105], [-0.235, 0.225, 0.469], [-0.147, -0.208, -0.326], [-0.121, -0.118, -0.037], [0.089, 0.100, 0.222], [0.311, 0.244, 0.028], [0.081, 0.054, -0.075], [-0.235, 0.196, 0.600], [-0.221, -0.027, -0.102], [-0.251, -0.021, 0.022], [-0.150, 0.112, 0.159], [-0.201, -0.256, -0.153], [-0.177, -0.138, -0.545], [-0.057, 0.111, -0.298], [-0.501, -0.058, -0.155], [0.001, -0.233, 0.126], [-0.126, 0.246, 0.195], [-0.163, -0.140, -0.041], [0.235, -0.192, -0.026], [-0.206, -0.208, 0.048], [0.204, -0.046, -0.041], [0.401, -0.084, -0.275], [-0.079, 0.084, -0.094], [-0.077, -0.080, 0.672], [0.078, 0.317, -0.041], [-0.017, -0.192, -0.355], [0.469, -0.118, 0.279], [0.835, 0.402, -0.240], [-0.182, 0.102, 0.112], [0.100, 0.103, -0.023]], "mulliken_charge": [0.2420, 0.3624, -0.6525, -0.6196, 0.3873, 0.2129, 0.0345, 0.3866, -0.7820, 0.2674, 0.2668, -0.6070, 0.3611, 0.4368, 0.2935, -0.5640, 0.3202, -1.1155, 0.2250, 0.4825, 0.2270, 0.3031, 0.4091, 0.3499, -0.0219, -0.5019, 0.5711, 0.3014, -0.3287, -0.6444, 0.3970], "charge": 1, "lumo_energy_ev": -2.310, "orbital_gap_ev": 10.979, "de_lowest_kcal_mol": 0.00, "max_force_ev_per_a": 1.0}

***

HOMO level for every record listed, in sequence, given in eV: -8.51 -9.90 -9.54 -13.29.